# 1
Computed, not measured: 2 unconnected molecules or ions with the total composition C6H14O, with the ωB97M-V functional and the def2-TZVPD basis.

Positions of all 21 atoms, in Å:
C 2.12822 1.45614 -0.78566
C 1.01973 0.74069 0.03961
C 0.33728 -0.29681 -0.73729
C 1.04447 -1.46757 -1.04516
C -1.06857 -0.04509 -1.10635
C -1.66771 -0.85284 -2.28854
H 2.42124 0.89227 -1.66812
H 2.98036 1.68324 -0.16672
H 1.74658 2.39678 -1.13753
H 1.56333 0.16785 0.81148
H 0.32578 1.43052 0.51101
H 2.08476 -1.60909 -0.83638
H 0.63033 -2.33843 -1.55760
H -1.11253 1.02053 -1.33394
H -1.70836 -0.20293 -0.23976
H -2.00038 -0.20783 -3.09336
H -2.49331 -1.47653 -1.96113
H -0.89690 -1.48579 -2.74347
H -1.57584 0.70877 6.03902
H -2.30955 -0.47816 6.65775
O -1.44891 -0.03572 6.64215

Values from the calculation:
* HOMO-LUMO gap (alpha / beta): 8.75 / 5.16 eV
* net charge: +1
* energy relative to the best compared isomer or geometry (same formula, charge and spin): 15.30 kcal/mol
* multiplicity: 2

***

# 2
Computed, not measured: 7 unconnected molecules or ions with the total composition C22H60N2O14, with the ωB97M-V functional and the def2-TZVPD basis.

Positions of all 98 atoms, in Å:
C 0.43731 -17.49902 0.02905
C -0.01541 -17.26731 1.46376
O 0.44916 -15.96436 1.87686
O -0.27550 -16.63772 -0.80753
H 0.37007 -18.55712 -0.22392
H 1.50242 -17.28284 -0.05403
H 0.43284 -18.03048 2.09996
H -1.09325 -17.42125 1.51522
H 0.02214 -15.34490 1.28060
H -0.04805 -16.85727 -1.71399
C -0.83793 -15.98930 -4.09457
C -0.20281 -17.37275 -3.95761
O 1.07947 -17.30681 -3.46151
O -2.00141 -15.94466 -4.90265
H -0.05334 -15.30442 -4.41622
H -1.11984 -15.65643 -3.09566
H -0.05423 -17.84296 -4.92968
H -0.91609 -18.00825 -3.43276
H 1.46218 -18.16883 -3.64057
H -1.97448 -15.17088 -5.47023
C -2.84725 -14.06947 -0.49553
C -1.99748 -13.39168 0.57331
O -0.59596 -13.70414 0.51212
O -2.78209 -15.47531 -0.39763
H -2.45764 -13.87917 -1.49558
H -3.91640 -13.85780 -0.48121
H -2.36971 -13.62801 1.57015
H -2.10270 -12.32424 0.37940
H -0.00831 -13.26013 1.12785
H -1.88971 -15.70905 -0.13187
C 3.94158 -16.40320 2.25596
C 4.43503 -16.59696 0.80841
O 5.04130 -17.83416 0.52382
O 3.36478 -15.11378 2.29850
H 4.81159 -16.48728 2.90720
H 3.25868 -17.19271 2.56967
H 5.08000 -15.76862 0.51520
H 3.56347 -16.52483 0.15781
H 5.69273 -17.94921 1.21952
H 2.43190 -15.16114 2.52005
C -1.74236 -20.46137 2.27022
C -3.02941 -20.69060 1.41041
O -4.12967 -20.23079 2.16394
O -0.65655 -20.78409 1.45219
H -1.71716 -21.06104 3.18009
H -1.68722 -19.41419 2.56767
H -3.07547 -21.75234 1.16816
H -3.05259 -20.35309 0.37424
H -4.92612 -20.42686 1.66511
H -0.21468 -21.55143 1.82306
C 1.66194 -20.28232 4.11388
O 0.99437 -19.04265 4.31317
C 1.58339 -18.26141 5.37477
C 0.48242 -17.21003 5.83026
N 0.57796 -15.98198 5.02993
C -0.26187 -15.00559 5.76508
C -0.34180 -13.73871 4.98463
O -1.47223 -13.04457 5.51948
C -1.66284 -11.76925 4.94291
H 2.74876 -20.22948 4.17807
H 1.52018 -20.66019 3.10134
H 1.35312 -21.14965 4.69739
H 2.54700 -17.86610 5.05336
H 1.77793 -18.79075 6.30753
H 0.55431 -17.05668 6.90703
H -0.50715 -17.53980 5.51388
H 0.28718 -16.15023 4.07744
H 0.19607 -14.87815 6.74598
H -1.24279 -15.44992 5.93374
H -0.48266 -14.08820 3.96183
H 0.62093 -13.23155 5.04812
H -2.16936 -11.19552 5.71903
H -2.29202 -11.95514 4.07246
H -0.76531 -11.28931 4.55280
C -1.72880 -21.97897 -3.04369
O -0.33751 -22.04317 -3.21195
C 0.27359 -21.06213 -2.47143
C 1.71069 -20.87348 -2.87584
N 1.77608 -20.22083 -4.16694
C 3.08363 -20.32960 -4.71577
C 3.24650 -19.50151 -6.00975
O 2.16351 -19.84631 -6.88268
C 2.45619 -19.35421 -8.23328
H -1.99344 -21.96807 -1.98636
H -2.24138 -22.75772 -3.60839
H -2.13697 -21.09350 -3.53097
H 0.31228 -21.29275 -1.40681
H -0.17076 -20.06705 -2.44973
H 2.13205 -21.87852 -2.89713
H 2.10300 -20.18492 -2.12746
H 1.17606 -20.73148 -4.79885
H 3.25795 -21.35217 -5.05053
H 3.85573 -20.05546 -3.99688
H 4.24503 -19.74337 -6.37384
H 3.16464 -18.43509 -5.79969
H 3.49890 -19.61567 -8.41353
H 2.39899 -18.26785 -8.30148
H 1.72485 -19.89074 -8.83775

Values from the calculation:
* HOMO-LUMO gap (alpha / beta): 1.51 / 8.67 eV
* net charge: -1
* multiplicity: 2